Below is a structure of composition C2H8CsN4O2 in a non-equilibrium geometry, with properties calculated with ωB97M-V/def2-TZVPD.

E_HOMO	-13.08	eV
E_tot	-470.5295	hartree

Geometry as ORCA input:
```
! wB97M-V def2-TZVPD RIJCOSX def2/J DEFGRID3
* xyz 1 1
Cs -1.06 -0.38 -0.69
C -1.74 -2.05 2.88
O -1.27 -2.70 3.79
N -1.73 -0.68 2.85
N -2.46 -2.54 1.84
H -1.16 -0.19 3.51
H -2.04 -0.19 2.03
H -2.52 -3.54 1.82
H -2.96 -1.92 1.24
C 1.87 1.68 -2.03
O 1.31 1.29 -0.99
N 1.76 0.94 -3.16
N 2.63 2.79 -2.05
H 1.20 0.12 -3.03
H 2.21 1.13 -4.03
H 3.24 3.00 -2.82
H 2.69 3.24 -1.16
*
```

Löwdin population analysis, charges in e, atoms 1 to 6:
1 Cs 1.1133
2 C -0.6956
3 O 0.0773
4 N 0.1324
5 N 0.1368
6 H 0.1162